The following is a quantum chemistry calculation of C33H48BrN7PdS2SbSi3 as an isolated structure at a distorted geometry, from the OMol25 dataset.

The geometry in XYZ format:
```
96
Properties=species:S:1:pos:R:3
Pd -0.199 0.212 0.245
N -0.697 -3.278 -0.107
C -1.842 -2.594 -0.343
N -1.930 -1.285 -0.287
C -3.215 -0.872 -0.594
C -4.101 -1.859 -0.858
S -3.321 -3.390 -0.747
C -3.482 0.565 -0.715
C -4.636 1.104 -1.172
S -4.515 2.821 -1.182
C -2.900 2.685 -0.587
N -2.485 1.465 -0.374
N -2.161 3.800 -0.329
H -0.062 -2.813 0.554
H -0.800 -4.269 0.039
H -5.139 -1.776 -1.132
H -5.529 0.601 -1.506
H -2.421 4.669 -0.762
H -1.174 3.653 -0.208
C -0.676 3.281 2.462
Sb 0.820 1.767 2.251
C -0.264 -0.089 2.347
C 0.699 -1.147 2.814
C 1.314 -1.044 4.071
C 2.186 -2.027 4.498
C 2.442 -3.111 3.670
C 1.803 -3.143 2.449
N 0.959 -2.197 2.027
Si -1.886 -0.272 3.323
C -1.578 0.276 5.096
C -2.320 -2.096 3.317
C -3.361 0.696 2.711
C 2.332 2.432 0.716
C 2.857 1.111 0.234
C 4.223 0.896 0.014
C 4.681 -0.328 -0.428
C 3.767 -1.343 -0.671
C 2.433 -1.071 -0.465
N 1.983 0.117 -0.029
Si 3.539 3.367 1.903
C 4.875 4.322 0.993
C 4.378 2.178 3.087
C 2.615 4.628 2.940
Si 1.863 3.452 -0.832
C 3.366 3.557 -1.946
C 1.332 5.183 -0.334
C 0.518 2.682 -1.901
H -0.885 3.319 3.532
H -1.590 3.065 1.922
H -0.293 4.252 2.152
H 1.124 -0.181 4.691
H 2.665 -1.944 5.466
H 3.118 -3.905 3.960
H 1.971 -3.967 1.760
H -0.964 -0.432 5.653
H -2.540 0.346 5.612
H -1.106 1.261 5.155
H -1.697 -2.654 4.021
H -2.188 -2.542 2.329
H -3.365 -2.234 3.609
H -3.186 1.764 2.576
H -4.118 0.587 3.496
H -3.789 0.296 1.795
H 4.925 1.699 0.190
H 5.741 -0.486 -0.582
H 4.073 -2.321 -1.019
H 1.671 -1.810 -0.668
H 5.481 3.716 0.316
H 5.553 4.754 1.735
H 4.463 5.152 0.413
H 4.873 1.333 2.606
H 3.671 1.776 3.816
H 5.140 2.735 3.641
H 2.023 5.338 2.362
H 3.376 5.202 3.478
H 1.972 4.179 3.702
H 4.232 4.031 -1.485
H 3.112 4.126 -2.845
H 3.661 2.555 -2.273
H 2.162 5.787 0.038
H 0.556 5.194 0.436
H 0.930 5.691 -1.217
H 0.958 2.293 -2.823
H -0.239 3.418 -2.181
H 0.012 1.841 -1.424
Br -0.166 0.387 -7.227
C -0.087 0.024 -5.384
C -1.247 -0.037 -4.633
C -1.131 -0.300 -3.277
N 0.031 -0.494 -2.653
C 1.133 -0.434 -3.402
C 1.134 -0.183 -4.764
H -2.218 0.116 -5.082
H -2.023 -0.352 -2.668
H 2.077 -0.585 -2.891
H 2.060 -0.148 -5.320
```

Output
HOMO level (alpha / beta) (eV): -9.3 / -9.3
Frontier orbital gap (alpha / beta) (eV): 5.74 / 5.74
Energy above the lowest of the compared OMol25 structures with the same formula, charge and spin (kJ/mol): 0.0
Total charge: +1
Molar mass (g/mol): 999.27
DFT total energy (eV): -170791.5277

Here are the Löwdin charges for atoms 1 to 2, given in e: atom 1 (Pd): 0.655, atom 2 (N): 0.109